No. 1
46
Properties=species:S:1:pos:R:3:lowdin_charge:R:1 method="wB97M-V/def2-TZVPD" de_lowest_kcal_mol=108.8 total_energy_ha=-994.5108 gap_ev=9.4264 mol_weight_g_mol=255.29 charge=+1 e_lumo_ev=-2.617
C -0.68753 1.31843 2.14655 -0.16
C -1.42346 2.29194 1.08100 -0.13
C -2.85704 1.68013 0.89320 -0.25
N -2.63543 0.31756 0.57255 0.03
N 0.07790 0.37020 1.31878 0.13
H -1.39808 0.94989 2.93929 0.13
H -0.03092 1.88749 2.88608 0.13
H -0.74357 2.52129 0.21887 0.11
H -1.48323 3.24348 1.44453 0.06
H -3.42925 1.85849 1.81021 0.12
H -3.35692 2.30810 0.11497 0.13
H -2.87636 0.02078 -0.34724 0.08
H -2.82711 -0.31293 1.24102 0.03
H 1.08369 0.72694 1.15715 0.13
H 0.09610 -0.56431 1.87245 0.16
H -0.19808 0.23297 0.41741 0.07
H 0.99630 -1.79401 -4.11633 0.11
H 1.69556 -2.56184 -3.12391 0.04
O 0.87028 -2.64739 -3.58853 -0.05
H 3.31059 1.93544 -0.33553 0.02
H 4.61977 1.30049 -0.04457 0.06
O 3.69574 1.12830 0.19003 -0.12
H -0.60193 0.88169 -2.77015 0.01
H 0.30081 1.94155 -3.49898 0.08
O 0.14912 1.50182 -2.64041 -0.08
H -0.18353 -3.25178 -2.27271 0.06
H -0.16301 -1.91352 -1.38230 0.06
O -0.69036 -2.72423 -1.62027 -0.08
H 2.09294 -1.24360 0.43197 0.01
H 2.74368 -1.10834 -0.84305 -0.05
O 2.08135 -1.50368 -0.45694 0.06
H 1.69557 1.73782 -1.66710 0.09
H 1.53265 2.97485 -0.69215 0.02
O 2.18064 2.51941 -1.17364 -0.05
H -1.07273 -2.17120 3.83360 0.02
H -1.10932 -2.46906 2.26797 0.03
O -1.12374 -1.74869 3.00818 -0.08
H -2.07987 -0.72285 -3.61100 0.05
H -1.18122 -1.18210 -2.43969 -0.07
O -1.62181 -0.52740 -2.84588 0.04
H -0.82299 -3.26072 0.00523 -0.01
H -1.36985 -4.37657 0.80315 0.16
O -1.13457 -3.34917 0.92081 -0.11
H 2.65771 1.56107 3.37141 0.10
H 2.96834 1.01380 1.98201 -0.03
O 2.25319 1.20943 2.54197 -0.06

---

No. 2
50
Properties=species:S:1:pos:R:3:lowdin_charge:R:1 method="wB97M-V/def2-TZVPD" de_lowest_kcal_mol=8.9 total_energy_ha=-1618.7907 gap_ev=6.9553 mol_weight_g_mol=335.35 charge=-1 e_lumo_ev=2.633
C 0.15347 0.59578 -0.24099 -0.25
C 0.91565 -0.49377 -0.95258 -0.70
S 1.61836 -1.93609 -0.04600 0.37
N -0.91647 1.05133 -1.14258 0.07
C -1.82056 2.05488 -0.93311 -0.63
N -1.72755 2.76246 0.27683 0.16
O -2.48220 2.44224 -1.88109 0.02
H -0.29373 0.45299 0.76156 0.09
H 0.83362 1.48419 -0.08956 0.10
H 0.49334 -0.81495 -1.98895 0.03
H 1.83878 0.05544 -1.25189 0.00
H -0.82150 0.67927 -2.09017 0.11
H -1.25805 2.43367 1.12394 0.06
H -2.51634 3.29750 0.56065 0.09
H -3.50796 -0.42233 0.57794 0.05
H -2.81143 0.93820 0.77456 0.00
O -3.04908 0.14657 1.26967 -0.08
H 1.04672 1.61524 2.17242 0.03
H 0.65262 2.76398 2.93871 0.08
O 0.40995 2.35402 2.07627 -0.10
H 1.60661 -2.65837 2.94811 0.02
H 0.20684 -1.88550 2.72716 0.02
O 0.95135 -2.08609 3.33518 -0.10
H 4.45022 -0.50813 0.43034 0.04
H 3.16491 0.09031 1.26659 -0.01
O 3.98713 0.23661 0.81489 -0.08
H -2.23698 -0.26068 3.74306 0.04
H -1.80525 0.04177 2.36737 0.01
O -1.44449 0.04046 3.30938 -0.09
H -1.13838 -1.65727 -2.14430 0.03
H -0.56323 -2.78841 -1.51258 0.01
O -1.42456 -2.58875 -1.94460 -0.11
H -3.30239 -0.79778 -1.90836 0.11
H -3.05109 -2.03307 -0.95026 0.04
O -3.52760 -1.17441 -0.98308 -0.10
H 1.44519 -0.35249 3.92922 0.00
H 0.35208 0.66927 3.62091 -0.03
O 1.20529 0.57412 4.05315 -0.09
H 0.13430 0.37655 -4.04137 0.03
H 0.76867 -1.04406 -4.24096 0.05
O -0.02219 -0.56385 -3.96678 -0.08
H -1.15076 -3.76381 -0.47609 -0.03
H -0.47851 -3.38587 0.93795 -0.05
O -1.00354 -3.99430 0.43407 -0.09
H 2.32066 1.46736 -3.76657 0.04
H 2.23766 0.23510 -2.91425 0.03
O 2.23092 0.51289 -3.86151 -0.08
H 2.57669 2.51849 -0.98282 0.06
H 3.45519 1.33207 -0.71745 -0.01
O 3.29763 1.98726 -1.42203 -0.09

---

No. 3
50
Properties=species:S:1:pos:R:3:lowdin_charge:R:1 method="wB97M-V/def2-TZVPD" de_lowest_kcal_mol=138.4 total_energy_ha=-1146.1630 gap_ev=10.4405 mol_weight_g_mol=289.30 charge=+1 e_lumo_ev=-2.680
C 2.21179 0.35361 3.34891 -0.07
C 2.90022 0.47582 1.99918 -0.19
N 2.11481 -0.05984 0.80301 0.05
C 2.90252 -0.53137 -0.15121 -0.12
N 2.37683 -0.92758 -1.34339 0.12
H 1.21076 0.90606 3.41822 0.09
H 2.26836 -0.58758 3.80688 0.06
H 2.85464 0.81743 4.07069 0.07
H 3.09080 1.53590 1.62860 0.13
H 3.83933 0.03629 1.98967 0.08
H 1.14085 0.37152 0.57592 0.15
H 3.92879 -0.60582 0.16685 0.15
H 1.32146 -0.89540 -1.39759 0.09
H 2.90761 -1.57305 -2.01495 0.16
H -0.72607 1.72875 1.10627 0.06
H 0.43590 2.62256 1.67783 0.09
O 0.22743 1.63502 1.46679 -0.14
H -2.01056 -4.29390 0.62685 0.05
H -1.49455 -3.44689 1.94836 0.00
O -1.32515 -4.03055 1.24102 -0.01
H -0.50247 -2.52620 -1.76300 -0.04
H -1.01944 -2.53774 -0.35051 0.04
O -0.45934 -2.02323 -0.98150 -0.08
H -3.75575 1.02393 1.49397 0.08
H -4.23843 -0.43668 0.94757 0.04
O -3.72454 0.32066 0.83568 -0.01
H 1.16686 3.18039 -2.01761 -0.03
H 2.27710 2.37454 -2.67650 0.03
O 1.88088 2.67244 -1.88968 0.03
H -1.82627 0.30520 -3.56954 -0.01
H -3.11460 -0.37121 -3.46776 0.04
O -2.26678 -0.44233 -3.91120 -0.04
H -1.30551 0.10856 -0.78739 -0.06
H -2.63396 0.45567 -0.47055 0.01
O -1.98996 0.49245 -1.23153 -0.04
H 0.73475 -1.51201 -2.94692 0.08
H 0.64607 -3.16264 -3.23534 0.11
O 1.22218 -2.39389 -2.90727 -0.12
H -1.90971 3.40301 -0.36296 0.06
H -1.94518 3.62501 1.13829 0.02
O -1.37631 3.48533 0.42851 -0.01
H 1.90385 4.63573 1.55506 -0.05
H 2.19590 3.71860 0.55141 0.02
O 2.35012 3.91113 1.45851 0.05
H -2.34413 -2.95244 -3.44313 0.04
H -3.13998 -3.19194 -2.29656 0.06
O -2.21310 -3.22241 -2.54084 -0.03
H -1.83270 -1.59505 2.30081 0.05
H -1.16866 -0.14953 2.36430 -0.01
O -1.78668 -0.72631 2.80776 -0.05

---

No. 4
53
Properties=species:S:1:pos:R:3:lowdin_charge:R:1 method="wB97M-V/def2-TZVPD" de_lowest_kcal_mol=78.8 total_energy_ha=-1317.7615 gap_ev=10.6501 mol_weight_g_mol=324.30 charge=+1 e_lumo_ev=-2.439
O -2.04257 1.00717 0.33354 0.06
C -1.00613 0.25841 -0.20698 -0.53
O -1.19510 0.04254 -1.53729 0.03
C 0.50660 0.70025 0.03051 -0.21
C 0.66616 2.12912 0.54222 -0.03
N 1.12397 -0.28287 0.95993 0.17
H -2.05339 0.51415 -1.70308 0.08
H 0.95757 0.56278 -0.93921 0.10
H 0.68743 2.98751 -0.31074 0.14
H -0.23761 2.58271 0.98701 0.08
H 1.39954 2.29572 1.27690 0.04
H 0.56906 -0.47621 1.84013 0.11
H 2.06169 0.20474 1.17779 0.13
H 1.11454 -1.18645 0.48809 0.09
H -4.10666 0.30653 -1.44129 -0.04
H -3.93163 1.64397 -1.31022 0.16
O -3.72114 0.87415 -2.00747 -0.01
H -1.88795 0.96092 1.29209 0.05
H -2.15479 1.21184 3.60885 0.07
O -1.52444 1.12955 2.93383 -0.02
H 3.50983 1.82942 0.57006 0.15
H 4.08880 0.45198 0.00963 0.01
O 3.64923 0.78522 0.74647 -0.05
H 2.22324 -0.99589 3.81670 0.09
H 0.91685 -1.63338 4.24438 0.01
O 1.42616 -1.48007 3.47915 -0.06
H -1.29146 0.19332 2.85750 0.01
H -1.08606 -1.76519 2.28171 0.02
O -1.40143 -1.50241 3.14585 -0.02
H -3.84370 -1.71705 -1.05005 -0.01
H -3.18139 -3.19116 -1.40051 0.04
O -3.20902 -2.34345 -1.03310 0.05
H 2.13399 0.91573 -2.41187 -0.07
H 2.15102 -0.67870 -2.62392 -0.03
O 2.62397 0.08824 -2.29519 -0.08
H -0.42100 0.70684 -2.93356 0.05
H -0.79657 2.26514 -3.22394 0.03
O -0.62080 1.43073 -3.61001 -0.06
H 2.32263 -2.96183 -0.83306 0.05
H 0.92974 -3.14804 -0.20173 0.05
O 1.76266 -2.71674 -0.12401 0.01
H 0.18757 -1.97650 -3.44578 0.02
H 1.52270 -2.21294 -4.12605 0.15
O 1.08823 -1.90220 -3.22501 -0.06
H -1.62032 -1.55159 0.02566 0.09
H -0.99084 -2.10000 3.77455 0.07
O -1.02446 -1.01442 0.59389 -0.05
H 1.30237 2.09106 -3.53586 0.09
H 2.46285 2.63884 -2.53462 0.10
O 1.53747 2.32599 -2.60361 -0.08
H 0.34152 1.47261 3.30971 0.00
H 1.27516 1.67614 4.46806 0.09
O 0.97349 0.96777 3.83831 -0.08